Molecular formula: C5H6FNO
Method: DFT, the ωB97M-V functional and the def2-TZVPD basis

Atoms and positions in Å:
C: -1.286 0.322 -0.054
C: -0.120 0.752 0.911
C: -0.114 0.412 -0.976
C: 0.719 -0.791 -0.604
C: 0.678 -0.614 0.818
H: -2.126 0.995 -0.224
H: -0.126 1.367 1.852
H: -0.172 0.541 -2.015
H: 0.592 -1.698 -1.010
H: 2.137 0.312 -0.300
H: 0.560 -1.339 1.668
N: 2.032 -0.671 -0.003
O: 0.419 1.580 -0.127
F: -1.967 -0.956 0.054

M = 115.11 g mol⁻¹
Calculated total energy = -11533.1558 eV
F_max = 3.7 eV/A
Gap between HOMO and LUMO = 11.40 eV
Relative energy (zero: lowest compared OMol25 entry of this formula, charge and spin) = 115.3 kcal/mol

=====

Molecular formula: C4H14N4
Method: DFT, the ωB97M-V functional and the def2-TZVPD basis

Atoms and positions in Å:
C: -1.189 -0.837 -0.215
C: -1.473 -2.108 0.493
C: -1.412 1.474 -0.805
C: 3.863 0.571 -0.006
N: 1.598 -0.181 -0.023
N: -1.796 0.300 -0.034
N: -2.721 0.445 0.976
N: 2.539 0.384 -0.517
H: -0.572 -0.764 -1.078
H: -0.665 -2.796 0.189
H: -2.411 -2.565 0.060
H: -1.768 -1.946 1.554
H: -2.425 1.979 -0.806
H: -0.704 2.092 -0.228
H: -1.022 1.194 -1.709
H: 4.083 0.148 0.970
H: 4.593 0.138 -0.682
H: 4.031 1.595 0.015
H: 1.849 -0.565 0.945
H: -3.070 -0.401 1.550
H: -3.539 1.013 0.825
H: 2.211 0.829 -1.477

M = 118.18 g mol⁻¹
Calculated total energy = -10314.8553 eV
F_max = 4.8 eV/A
Net charge = +2
Gap between HOMO and LUMO = 7.71 eV
Relative energy (zero: lowest compared OMol25 entry of this formula, charge and spin) = 114.2 kcal/mol

=====

Molecular formula: ClF18O4P3Zn
Method: DFT, the ωB97M-V functional and the def2-TZVPD basis

Atoms and positions in Å:
Zn: -0.082 -0.061 -0.130
Cl: 5.159 1.440 0.757
O: 4.963 2.832 1.108
O: 5.490 0.602 1.884
O: 3.932 0.977 0.013
O: 6.236 1.328 -0.167
P: 0.583 -3.770 1.812
F: 0.848 -3.308 0.234
F: 2.205 -3.855 1.983
F: 0.749 -2.179 2.108
F: 0.246 -3.981 3.394
F: -1.014 -3.520 1.309
F: 0.439 -5.328 1.383
P: -2.633 2.740 1.961
F: -1.958 2.072 3.234
F: -2.663 4.198 2.653
F: -1.190 2.808 1.163
F: -3.316 3.323 0.618
F: -2.684 1.188 1.433
F: -4.120 2.469 2.523
P: -1.588 0.002 -4.174
F: -2.781 1.081 -4.069
F: -2.520 -1.130 -5.020
F: -1.205 0.636 -5.632
F: -0.364 -1.031 -4.278
F: -0.715 1.082 -3.312
F: -2.019 -0.615 -2.788

M = 599.73 g mol⁻¹
Calculated total energy = -145919.1638 eV
F_max = 3.2 eV/A
Net charge = -2
Gap between HOMO and LUMO = 3.07 eV
Relative energy (zero: lowest compared OMol25 entry of this formula, charge and spin) = 202.6 kcal/mol

=====

Molecular formula: C31H31BrCl3N5O3OsSe
Method: DFT, the ωB97M-V functional and the def2-TZVPD basis

Atoms and positions in Å:
Os: -0.715 0.796 -2.028
C: -6.961 -1.372 2.128
C: -5.926 -1.059 1.083
C: -4.940 -1.981 0.751
C: -3.984 -1.715 -0.222
C: -2.947 -2.752 -0.556
C: -4.049 -0.474 -0.860
Se: -2.839 -0.160 -2.328
C: -5.011 0.491 -0.560
C: -5.103 1.843 -1.214
C: -5.940 0.163 0.424
H: -6.813 -2.366 2.547
H: -7.962 -1.330 1.700
H: -6.924 -0.650 2.944
H: -4.914 -2.937 1.259
H: -3.088 -3.639 0.058
H: -1.933 -2.379 -0.382
H: -3.005 -3.057 -1.603
H: -4.259 2.056 -1.869
H: -5.148 2.621 -0.451
H: -6.012 1.921 -1.812
H: -6.697 0.896 0.680
C: 6.048 1.377 4.275
C: 5.344 0.605 3.218
C: 5.087 1.174 1.951
C: 4.476 0.455 0.970
C: 4.087 -0.902 1.203
N: 3.494 -1.552 0.171
C: 3.261 -2.953 0.117
O: 3.642 -3.698 0.977
N: 2.632 -3.401 -1.017
C: 1.786 -2.761 -1.938
C: 1.667 -3.286 -3.222
C: 0.825 -2.668 -4.123
C: 0.144 -1.529 -3.737
N: 0.252 -1.032 -2.498
C: 1.032 -1.653 -1.604
C: 4.331 -1.483 2.485
C: 4.941 -0.731 3.447
H: 5.954 2.450 4.126
H: 7.116 1.133 4.242
H: 5.695 1.110 5.270
H: 5.396 2.193 1.757
H: 4.300 0.882 -0.008
H: 3.312 -0.998 -0.663
H: 2.716 -4.406 -1.100
H: 2.230 -4.166 -3.505
H: 0.707 -3.047 -5.128
H: -0.499 -0.993 -4.422
H: 1.040 -1.239 -0.607
H: 4.043 -2.502 2.678
H: 5.132 -1.171 4.417
C: -2.145 5.190 -1.463
C: -1.758 3.793 -1.622
N: -1.447 2.699 -1.749
H: -2.441 5.373 -0.432
H: -2.977 5.412 -2.129
H: -1.298 5.823 -1.721
Cl: 2.848 4.083 -1.885
C: 3.121 2.690 -2.962
Cl: 2.641 3.069 -4.610
Cl: 4.822 2.250 -2.919
C: 2.227 1.545 -2.412
O: 2.716 0.575 -1.870
O: 0.977 1.797 -2.566
Br: -2.763 -0.297 3.413
C: -1.250 0.190 2.426
C: -0.010 0.330 3.026
C: 1.064 0.708 2.235
C: 0.868 0.912 0.881
N: -0.330 0.758 0.305
C: -1.376 0.419 1.065
H: 0.108 0.160 4.088
H: 2.044 0.855 2.666
H: 1.681 1.210 0.232
H: -2.340 0.334 0.579

M = 977.07 g mol⁻¹
Calculated total energy = -221653.1215 eV
Expectation value of S² = 6.0368
Multiplicity = 5
F_max = 0.9 eV/A
Net charge = +2
Gap between HOMO and LUMO (alpha / beta) = 7.83 / 4.48 eV
Relative energy (zero: lowest compared OMol25 entry of this formula, charge and spin) = 0.3 kcal/mol

=====

Molecular formula: C5H10O
Method: DFT, the ωB97M-V functional and the def2-TZVPD basis

Atoms and positions in Å:
C: -1.409 -0.219 -1.483
C: -0.924 -0.563 -0.104
C: 0.213 -0.135 0.454
C: 0.877 -0.922 1.552
C: 0.943 1.092 -0.065
O: 0.065 2.161 -0.374
H: -2.401 0.243 -1.524
H: -1.478 -1.171 -2.026
H: -0.699 0.426 -2.006
H: -1.478 -1.352 0.409
H: 0.212 -1.702 1.939
H: 1.247 -0.315 2.385
H: 1.745 -1.438 1.117
H: 1.491 0.877 -0.991
H: 1.691 1.417 0.678
H: -0.633 2.143 0.294

SMILES = C/C=C(/C)CO
M = 86.13 g mol⁻¹
Calculated total energy = -7393.7496 eV
F_max = 0.4 eV/A
Gap between HOMO and LUMO = 9.97 eV
Relative energy (zero: lowest compared OMol25 entry of this formula, charge and spin) = 23.4 kcal/mol

=====

Molecular formula: C6H9N3O
Method: DFT, the ωB97M-V functional and the def2-TZVPD basis

Atoms and positions in Å:
C: 3.074 -0.686 0.036
C: 1.726 -0.129 -0.206
O: 1.499 0.902 -0.861
N: 0.642 -0.812 0.358
C: -0.692 -0.634 0.063
N: -1.477 -1.664 -0.129
C: -2.713 -1.177 -0.296
C: -2.641 0.282 -0.263
N: -1.369 0.565 0.053
C: -0.831 1.877 0.348
H: 3.352 -1.305 -0.621
H: 3.210 -1.115 0.914
H: 3.986 0.021 -0.131
H: 1.171 -1.809 0.576
H: -3.641 -1.842 -0.684
H: -3.304 1.106 -0.298
H: -1.613 2.429 0.625
H: -0.174 1.787 1.278
H: -0.204 2.205 -0.759

SMILES = CC(=O)Nc1nccn1C
M = 139.16 g mol⁻¹
Calculated total energy = -12883.0908 eV
F_max = 7.7 eV/A
Gap between HOMO and LUMO = 8.54 eV
Relative energy (zero: lowest compared OMol25 entry of this formula, charge and spin) = 65.8 kcal/mol

=====

Molecular formula: C6H34N2O9
Method: DFT, the ωB97M-V functional and the def2-TZVPD basis

Atoms and positions in Å:
C: -0.689 -2.308 1.349
C: -0.836 -0.805 1.501
N: -1.877 -0.240 0.609
C: -1.436 0.962 -0.129
C: -0.235 0.668 -1.034
C: -0.182 1.563 -2.271
C: -1.116 2.174 0.758
N: -2.224 2.715 1.529
H: 0.019 -2.726 2.066
H: -1.649 -2.799 1.508
H: -0.417 -2.588 0.333
H: -1.067 -0.560 2.533
H: 0.115 -0.343 1.272
H: -2.664 0.000 1.182
H: -2.291 1.239 -0.752
H: -0.220 -0.380 -1.332
H: 0.691 0.769 -0.463
H: -0.967 1.284 -2.971
H: 0.761 1.448 -2.808
H: -0.302 2.618 -2.003
H: -0.318 1.879 1.448
H: -0.710 2.982 0.146
H: -2.780 1.990 1.978
H: -2.836 3.281 0.960
O: -0.510 1.595 3.847
H: 0.461 1.722 3.752
H: -0.673 1.464 4.784
O: 3.407 -0.833 -0.802
H: 3.304 -0.464 0.109
H: 4.156 -1.449 -0.737
O: 3.824 1.844 -1.249
H: 3.747 0.899 -1.458
H: 3.099 2.280 -1.699
O: -3.065 -1.382 -3.189
H: -2.794 -0.831 -2.454
H: -2.366 -2.060 -3.257
O: 2.084 2.373 3.283
H: 2.483 1.809 2.569
H: 1.732 3.128 2.765
O: 3.579 0.958 1.321
H: 4.419 0.926 1.788
H: 3.705 1.506 0.499
O: 1.607 -2.604 -1.980
H: 2.080 -1.928 -1.451
H: 2.042 -2.663 -2.842
O: -2.984 -2.921 -0.794
H: -3.540 -2.555 -1.490
H: -2.671 -2.143 -0.274
O: -1.019 -3.189 -2.718
H: -0.136 -2.999 -2.332
H: -1.617 -3.363 -1.963

SMILES = CCN[C@H](CC)CN.O.O.O.O.O.O.O.O.O
M = 278.34 g mol⁻¹
Calculated total energy = -28182.7211 eV
F_max = 1.4 eV/A
Gap between HOMO and LUMO = 8.57 eV
Relative energy (zero: lowest compared OMol25 entry of this formula, charge and spin) = 27.7 kcal/mol

=====

Molecular formula: C7H7O8Rb
Method: DFT, the ωB97M-V functional and the def2-TZVPD basis

Atoms and positions in Å:
O: -2.019 -0.539 3.696
O: -0.031 -1.319 3.533
O: -0.394 0.925 2.652
C: -2.116 -1.916 3.719
C: -0.890 -2.401 3.526
C: -0.763 -0.216 3.417
H: -3.077 -2.361 3.943
H: -0.509 -3.345 3.157
O: 0.829 -1.485 -5.636
C: 1.442 -1.111 -4.622
O: 2.565 -1.443 -4.209
O: 0.704 -0.229 -3.832
O: 0.680 1.279 -0.577
C: -0.001 1.960 0.296
O: -0.993 2.597 -0.268
C: 0.161 0.954 -1.887
C: 1.185 0.049 -2.541
H: -1.500 3.077 0.398
H: 0.020 1.881 -2.454
H: -0.805 0.445 -1.784
H: 1.307 -0.872 -1.950
H: 2.164 0.550 -2.585
Rb: 2.041 3.521 4.009

M = 304.59 g mol⁻¹
Calculated total energy = -24401.4119 eV
F_max = 8.8 eV/A
Gap between HOMO and LUMO = 3.32 eV
Relative energy (zero: lowest compared OMol25 entry of this formula, charge and spin) = 64.6 kcal/mol

=====

Molecular formula: C8H10N3O6P3
Method: DFT, the ωB97M-V functional and the def2-TZVPD basis

Atoms and positions in Å:
N: -3.343 -2.747 -0.669
P: -2.013 -2.742 -1.516
C: -1.032 -1.215 -1.250
C: -1.059 -0.183 -2.147
C: -0.316 0.960 -1.990
C: 0.505 1.112 -0.887
P: 1.562 2.593 -0.603
N: 1.322 3.309 0.732
O: 1.293 3.560 -1.874
O: 3.090 2.084 -0.778
C: 0.508 0.080 0.027
C: -0.244 -1.068 -0.136
C: -0.008 -2.001 1.034
O: -0.394 -3.140 1.089
N: 0.774 -1.295 1.982
P: -0.069 -0.668 3.430
O: 1.133 -0.212 4.400
O: -0.637 0.797 2.912
C: 1.282 -0.127 1.326
O: 2.188 0.568 1.703
H: -4.105 -2.804 -1.342
H: -1.126 -3.790 -1.187
H: -2.243 -2.796 -2.913
H: -1.663 -0.241 -3.048
H: -0.372 1.750 -2.728
H: 0.601 2.822 1.254
H: 1.304 2.981 -2.650
H: 3.078 1.143 -0.989
H: 1.520 0.624 4.086
H: -1.576 0.698 2.715

SMILES = N=[PH2]c1ccc(P(=N)(O)O)c2c1C(=O)N(P(O)O)C2=O
M = 337.10 g mol⁻¹
Calculated total energy = -53081.3549 eV
F_max = 2.3 eV/A
Gap between HOMO and LUMO = 8.01 eV

=====

Molecular formula: C6H10N2O
Method: DFT, the ωB97M-V functional and the def2-TZVPD basis

Atoms and positions in Å:
C: -0.906 -1.994 -2.150
C: -0.434 -1.052 -1.089
C: -0.072 -1.370 0.243
C: 0.339 -0.175 0.835
C: 0.803 0.042 2.206
N: 0.217 0.740 -0.142
C: 0.510 2.143 -0.095
O: -0.647 2.937 -0.240
N: -0.285 0.309 -1.299
H: -0.113 -2.487 -2.745
H: -1.536 -1.471 -2.935
H: -1.457 -2.789 -1.375
H: -0.049 -2.421 0.619
H: 0.329 0.678 2.706
H: 1.954 0.380 2.273
H: 0.914 -0.851 2.652
H: 0.771 2.410 0.942
H: 1.150 2.350 -0.929
H: -1.488 2.619 0.521

SMILES = Cc1cc(C)n(CO)n1
M = 126.16 g mol⁻¹
Calculated total energy = -11408.8136 eV
F_max = 8.8 eV/A
Gap between HOMO and LUMO = 9.43 eV
Relative energy (zero: lowest compared OMol25 entry of this formula, charge and spin) = 75.5 kcal/mol

=====

Molecular formula: C2H4BeO
Method: DFT, the ωB97M-V functional and the def2-TZVPD basis

Atoms and positions in Å:
H: 0.514 2.347 0.842
C: -0.278 -1.259 0.116
C: -0.511 0.082 -0.184
O: 0.831 1.873 0.075
Be: 1.110 0.421 -0.035
H: -0.745 -1.732 0.993
H: 0.102 -1.943 -0.655
H: -1.023 0.210 -1.153

M = 53.06 g mol⁻¹
Calculated total energy = -4583.0056 eV
F_max = 6.0 eV/A
Gap between HOMO and LUMO (alpha / beta) = 6.19 / 6.19 eV
Relative energy (zero: lowest compared OMol25 entry of this formula, charge and spin) = 88.3 kcal/mol

=====

Molecular formula: C4H5IN2O2S
Method: DFT, the ωB97M-V functional and the def2-TZVPD basis

Atoms and positions in Å:
C: 1.441 -0.682 1.405
C: -1.743 -0.183 0.117
C: 1.829 -1.725 0.525
C: -0.335 0.203 0.096
N: 0.279 -0.120 1.179
N: 0.055 0.879 -0.981
O: -2.534 0.554 -0.690
O: -2.202 -1.097 0.735
S: 0.817 -2.295 -0.568
I: 3.715 0.324 -0.011
H: 1.849 -0.481 2.447
H: 2.776 -2.288 0.882
H: 1.013 1.226 -1.026
H: -0.779 1.146 -1.530
H: -3.540 0.192 -0.752

M = 272.07 g mol⁻¹
Calculated total energy = -30238.3646 eV
F_max = 4.0 eV/A
Gap between HOMO and LUMO (alpha / beta) = 6.69 / 6.69 eV
Relative energy (zero: lowest compared OMol25 entry of this formula, charge and spin) = 6.2 kcal/mol

=====

Molecular formula: C4H8N4
Method: DFT, the ωB97M-V functional and the def2-TZVPD basis

Atoms and positions in Å:
C: -1.166 2.076 -0.444
C: -0.879 -2.397 -0.150
N: 1.368 0.311 0.010
C: -0.610 0.818 0.093
C: -0.245 -1.110 0.241
N: 2.669 0.626 0.291
N: 1.074 -0.937 0.184
N: -1.128 -0.089 0.791
H: 3.118 0.056 1.002
H: 2.838 1.597 0.505
H: -0.540 2.927 -0.170
H: -1.198 2.032 -1.536
H: -2.179 2.266 -0.069
H: -1.296 -2.341 -1.159
H: -0.135 -3.194 -0.131
H: -1.690 -2.641 0.542

M = 112.14 g mol⁻¹
Calculated total energy = -10232.8620 eV
F_max = 3.2 eV/A
Gap between HOMO and LUMO (alpha / beta) = 7.28 / 7.28 eV
Relative energy (zero: lowest compared OMol25 entry of this formula, charge and spin) = 124.1 kcal/mol

=====

Molecular formula: C27H23HfN7OS
Method: DFT, the ωB97M-V functional and the def2-TZVPD basis

Atoms and positions in Å:
Hf: 0.367 -0.268 -1.092
N: -2.690 -2.977 -2.848
C: -1.933 -1.986 -2.362
S: -0.188 -2.289 -2.725
N: -2.547 -1.102 -1.584
N: -1.726 -0.192 -0.948
C: -2.253 0.800 -0.180
C: -3.672 0.788 0.199
C: -4.247 -0.434 0.579
C: -5.479 -0.541 1.149
C: -6.238 0.631 1.271
C: -5.752 1.854 0.740
C: -4.510 1.932 0.089
C: -1.282 1.777 0.218
C: -1.573 2.669 1.243
C: -0.586 3.625 1.542
C: 0.613 3.745 0.815
C: 0.849 2.742 -0.138
N: -0.005 1.763 -0.325
H: -2.290 -3.765 -3.375
H: -3.700 -2.890 -2.888
H: -3.643 -1.316 0.338
H: -5.838 -1.464 1.499
H: -7.203 0.526 1.733
H: -6.467 2.674 0.641
H: -4.162 2.862 -0.365
H: -2.471 2.506 1.805
H: -0.855 4.435 2.240
H: 1.383 4.462 1.109
H: 1.775 2.730 -0.712
C: 4.810 0.325 -0.686
C: 3.409 0.215 -1.155
N: 2.434 -0.090 -0.318
N: 2.696 -0.702 0.859
C: 1.592 -1.152 1.450
O: 0.447 -1.020 0.838
C: 1.660 -1.955 2.668
C: 0.478 -2.428 3.278
C: 0.572 -3.051 4.491
C: 1.753 -3.401 5.075
C: 2.945 -3.171 4.362
C: 2.885 -2.362 3.203
C: 3.092 0.469 -2.479
C: 4.000 0.728 -3.547
C: 3.499 1.176 -4.790
C: 2.098 1.210 -4.948
C: 1.244 0.906 -3.901
N: 1.710 0.656 -2.656
H: 4.717 0.172 0.422
H: 5.178 1.280 -0.958
H: 5.360 -0.498 -1.175
H: -0.502 -2.208 2.835
H: -0.357 -3.354 4.995
H: 1.720 -3.995 6.011
H: 3.989 -3.505 4.596
H: 3.845 -2.101 2.690
H: 5.081 0.630 -3.329
H: 4.127 1.579 -5.548
H: 1.681 1.559 -5.960
H: 0.162 0.791 -3.993

M = 672.09 g mol⁻¹
Calculated total energy = -52980.4822 eV
F_max = 5.0 eV/A
Net charge = +2
Gap between HOMO and LUMO = 6.14 eV
Relative energy (zero: lowest compared OMol25 entry of this formula, charge and spin) = 16.7 kcal/mol

=====

Molecular formula: C2H2I2
Method: DFT, the ωB97M-V functional and the def2-TZVPD basis

Atoms and positions in Å:
C: 0.540 0.027 -0.337
C: -1.458 -0.341 -3.022
I: -1.651 0.165 -5.120
I: -0.256 1.183 -1.988
H: 0.847 0.501 0.611
H: -0.329 -0.663 -0.077

M = 279.85 g mol⁻¹
Calculated total energy = -18300.2004 eV
F_max = 2.8 eV/A
Gap between HOMO and LUMO (alpha / beta) = 7.97 / 5.99 eV
Relative energy (zero: lowest compared OMol25 entry of this formula, charge and spin) = 142.7 kcal/mol